DFT (ωB97M-V/def2-TZVPD) results for C36H39P2Ti as an isolated structure.

XYZ file:
```
78
Properties=species:S:1:pos:R:3:forces:R:3:lowdin_charge:R:1
Ti -0.80571 0.26128 0.99611 -0.170 0.234 0.227 0.91
C -1.09921 -0.72685 3.07972 0.182 -0.006 0.008 -0.25
C -1.60610 0.58701 3.17743 -0.188 -0.040 0.063 -0.24
C -2.67649 0.70959 2.23577 0.027 0.096 0.013 -0.24
C -2.88055 -0.56040 1.62305 -0.115 -0.088 -0.095 -0.24
C -1.88665 -1.43961 2.12047 0.078 -0.259 -0.069 -0.27
C -1.81274 -2.91925 1.89925 -0.058 0.030 0.017 0.00
C -4.05341 -0.95650 0.78006 0.034 -0.026 0.020 0.01
C -3.52068 1.93475 2.05220 -0.083 -0.026 0.031 0.02
C -1.20389 1.62652 4.16798 0.030 0.000 -0.074 0.03
C -0.00771 -1.31343 3.91272 -0.008 -0.020 -0.005 0.02
H -2.39854 -3.41995 2.67419 -0.014 -0.010 -0.013 0.12
H -0.79512 -3.29749 1.98352 0.003 0.009 0.023 0.08
H -2.23398 -3.22159 0.94102 0.005 -0.008 0.000 0.08
H -4.82891 -1.35981 1.43569 -0.008 0.000 -0.006 0.12
H -3.80869 -1.73986 0.06274 -0.006 -0.005 0.006 0.08
H -4.48770 -0.11363 0.24840 0.003 0.004 -0.004 0.07
H -4.21260 2.01865 2.89385 -0.025 0.005 -0.025 0.12
H -4.11780 1.89230 1.14291 0.009 -0.010 -0.008 0.08
H -2.93506 2.85424 2.03945 0.023 -0.004 0.032 0.09
H -1.80442 1.48990 5.07070 0.008 0.014 0.012 0.12
H -1.38850 2.63567 3.80253 -0.013 -0.002 -0.001 0.10
H -0.15579 1.54616 4.44903 -0.004 -0.011 0.020 0.09
H -0.45170 -1.86985 4.74224 0.019 -0.001 0.009 0.12
H 0.63372 -0.54615 4.34071 -0.007 0.010 0.002 0.09
H 0.61342 -2.01538 3.35461 -0.011 0.003 -0.018 0.09
C 0.31025 -3.09344 -0.84059 0.034 0.016 0.021 -0.34
C -0.81461 -2.54640 -1.75825 0.029 -0.037 0.003 -0.27
P -0.06364 -0.90544 -2.06825 -0.037 0.122 0.259 0.99
C -1.21405 0.44974 -1.75433 0.069 -0.036 -0.083 -0.41
C -2.59716 0.26277 -1.91275 -0.059 0.008 0.032 -0.07
C -3.44278 1.35946 -1.96273 -0.016 -0.052 0.003 -0.03
C -2.92066 2.64442 -1.86753 0.023 0.028 0.011 0.00
C -1.55215 2.84343 -1.71097 0.038 0.021 -0.018 -0.03
C -0.69087 1.75767 -1.66406 -0.119 -0.058 -0.148 -0.11
C 0.81477 -0.65484 -3.57069 0.038 0.003 -0.057 -0.34
C 2.11551 -1.15063 -3.71086 0.040 -0.053 -0.032 -0.06
C 2.75575 -1.02011 -4.93183 -0.024 -0.004 0.081 -0.03
C 2.10288 -0.40608 -5.99333 -0.004 0.004 -0.029 -0.01
C 0.80959 0.08822 -5.84910 0.036 -0.003 -0.018 -0.03
C 0.15494 -0.02791 -4.63713 0.055 0.018 -0.035 -0.06
P 0.90939 -1.46938 -0.15700 -0.310 0.106 -0.115 1.01
C 2.69044 -1.36963 -0.12918 0.010 0.044 0.013 -0.45
C 3.31448 -0.12626 -0.26045 0.077 -0.019 0.006 -0.11
C 4.69679 -0.06144 -0.25729 -0.008 -0.019 0.002 -0.04
C 5.44701 -1.22337 -0.09928 0.025 0.027 -0.003 -0.02
C 4.82296 -2.45394 0.04664 -0.057 -0.036 0.007 -0.03
C 3.43740 -2.53832 0.02419 0.077 0.014 -0.010 -0.08
C 0.67427 1.25359 1.77089 0.312 -0.633 -0.024 -0.25
C 1.91572 1.31817 2.39952 0.059 0.270 0.024 -0.06
C 2.51592 2.55909 2.50920 -0.025 -0.008 0.015 -0.01
C 1.87801 3.70946 2.02192 0.001 0.013 0.005 0.00
C 0.63634 3.64225 1.41680 -0.106 0.003 0.018 -0.02
C 0.03919 2.38526 1.29562 0.188 0.241 -0.086 -0.17
H 1.11570 -3.52962 -1.43255 -0.007 -0.016 -0.003 0.10
H -0.01919 -3.82023 -0.10395 -0.013 0.002 -0.006 0.08
H -1.75365 -2.43153 -1.21380 -0.012 0.012 -0.022 0.07
H -0.99963 -3.12826 -2.65982 0.017 -0.033 0.019 0.12
H -3.00749 -0.73165 -2.03568 0.002 0.004 -0.011 0.12
H -4.50515 1.21368 -2.10980 0.001 0.001 0.001 0.14
H -3.58320 3.49796 -1.93683 0.010 0.004 0.002 0.14
H -1.15120 3.84768 -1.65947 -0.009 0.001 -0.008 0.13
H 0.38033 1.92340 -1.61635 0.012 -0.027 -0.002 0.13
H 2.62681 -1.62392 -2.88055 -0.009 0.004 -0.007 0.10
H 3.76216 -1.39548 -5.05521 0.001 0.002 -0.004 0.13
H 2.60953 -0.30895 -6.94449 -0.016 0.007 -0.004 0.13
H 0.31539 0.56414 -6.68495 -0.003 0.000 0.005 0.13
H -0.85052 0.36318 -4.53580 -0.003 -0.016 0.053 0.12
H 2.73562 0.78388 -0.37285 -0.027 -0.016 -0.006 0.10
H 5.19341 0.89197 -0.37715 0.001 -0.001 -0.001 0.12
H 6.52746 -1.16782 -0.09074 -0.003 0.008 -0.001 0.13
H 5.41165 -3.35231 0.17300 0.003 0.003 0.000 0.13
H 2.96151 -3.50576 0.13043 -0.012 0.005 0.000 0.11
H 2.40863 0.43054 2.77378 -0.015 -0.022 -0.012 0.12
H 3.48574 2.65200 2.98095 0.000 -0.005 -0.003 0.13
H 2.36050 4.67170 2.13296 0.009 -0.006 -0.006 0.13
H 0.13739 4.53796 1.07175 0.006 0.004 0.000 0.13
H -0.98269 2.33477 0.87157 0.010 0.217 0.011 0.09
```
Positions in Å, forces in eV/Å.

Summary:
Calculated total energy: -2926.44090 Ha
Net charge: +3
Highest occupied orbital energy: -17.27 eV
Relative energy (zero: lowest compared OMol25 entry of this formula, charge and spin): 0.0 kcal per mole